Record 1
Below is a molecular structure, C47H40Cl5CrNO9S in a non-equilibrium geometry, with properties calculated with ωB97M-V/def2-TZVPD.

Structure (XYZ):
```
104
C47H40Cl5CrNO9S ωB97M-V/def2-TZVPD
Cr -0.36 0.53 0.58
C 4.90 -2.55 -1.68
C 4.42 -2.52 -0.23
C 5.30 -3.35 0.69
O 3.10 -3.01 -0.14
C 2.22 -1.90 -0.10
C 3.06 -0.81 0.57
O 4.40 -1.18 0.22
C 2.74 0.67 0.18
O 1.50 1.00 0.69
C 3.73 1.62 0.87
C 3.68 2.97 0.51
C 4.49 3.91 1.14
C 5.36 3.51 2.15
C 5.40 2.18 2.52
C 4.59 1.24 1.89
C 2.86 0.82 -1.35
C 4.11 0.99 -1.94
C 4.23 1.09 -3.32
C 3.10 1.01 -4.13
C 1.86 0.83 -3.55
C 1.74 0.73 -2.17
C 0.89 -2.25 0.60
O 0.06 -1.17 0.29
C 1.14 -2.49 2.09
C 1.81 -3.66 2.47
C 2.13 -3.90 3.80
C 1.79 -2.97 4.78
C 1.13 -1.81 4.41
C 0.82 -1.57 3.08
C 0.22 -3.47 -0.05
C -0.72 -4.21 0.66
C -1.42 -5.24 0.05
C -1.20 -5.54 -1.28
C -0.29 -4.78 -2.01
C 0.41 -3.75 -1.40
H 4.92 -3.58 -2.04
H 5.91 -2.13 -1.74
H 4.23 -1.96 -2.30
H 5.25 -4.40 0.40
H 4.95 -3.24 1.71
H 6.34 -3.01 0.62
H 1.97 -1.59 -1.12
H 2.94 -0.87 1.65
H 3.00 3.28 -0.27
H 4.43 4.95 0.84
H 6.00 4.24 2.63
H 6.06 1.87 3.32
H 4.66 0.21 2.19
H 4.99 1.06 -1.32
H 5.21 1.21 -3.77
H 3.20 1.10 -5.21
H 0.97 0.77 -4.17
H 0.77 0.56 -1.73
H 2.08 -4.39 1.71
H 2.65 -4.81 4.07
H 2.04 -3.16 5.81
H 0.87 -1.07 5.16
H 0.31 -0.66 2.81
H -0.91 -3.97 1.70
H -2.15 -5.81 0.63
H -1.74 -6.35 -1.76
H -0.14 -4.99 -3.06
H 1.11 -3.17 -1.98
Cl -3.32 7.50 0.23
C -2.74 5.89 0.44
C -1.83 5.35 -0.47
Cl -1.35 6.25 -1.86
C -1.32 4.08 -0.27
Cl -0.28 3.35 -1.43
C -1.67 3.29 0.85
O -1.19 2.12 1.09
C -2.64 3.84 1.71
Cl -3.16 2.87 3.03
C -3.16 5.11 1.51
Cl -4.33 5.74 2.60
C -3.87 3.96 -3.21
C -4.60 2.80 -2.57
C -5.77 3.01 -1.85
C -6.46 1.95 -1.29
C -5.95 0.66 -1.46
C -4.78 0.43 -2.16
C -4.11 1.51 -2.71
S -6.81 -0.68 -0.73
O -8.23 -0.46 -0.84
O -6.28 -1.92 -1.25
N -6.44 -0.50 0.88
C -5.06 -0.16 1.29
C -4.00 -1.25 1.11
C -2.63 -0.60 1.09
O -1.93 -0.58 2.13
O -2.27 -0.03 0.00
H -4.26 4.91 -2.87
H -3.96 3.91 -4.29
H -2.80 3.92 -2.97
H -6.15 4.02 -1.73
H -7.37 2.09 -0.73
H -4.40 -0.58 -2.24
H -3.18 1.34 -3.25
H -6.79 -1.32 1.36
H -5.12 0.11 2.35
H -4.77 0.74 0.75
H -4.16 -1.77 0.16
H -4.04 -1.96 1.93
```

Computed properties:
- Multiplicity: 4
- Charge: -1
- Highest occupied orbital energy (alpha / beta): -5.87 / -6.08 eV
- Total energy: -6290.749247 a.u.

***

Record 2
Below is a molecular structure, C47H41N6O3S2SbTeW in a non-equilibrium geometry, with properties calculated with ωB97M-V/def2-TZVPD.

Structure (XYZ):
```
102
C47H41N6O3S2SbTeW ωB97M-V/def2-TZVPD
W 0.03 -0.11 0.14
C 0.55 -1.84 1.71
C 1.38 -0.71 1.96
C 2.20 -0.50 0.81
C 1.93 -1.57 -0.12
C 0.94 -2.41 0.45
C 0.61 -3.80 0.01
C 2.77 -1.93 -1.31
C 3.40 0.40 0.80
C 1.53 -0.03 3.30
C -0.30 -2.54 2.73
H -0.42 -4.07 0.25
H 1.27 -4.49 0.54
H 0.77 -3.94 -1.06
H 3.36 -1.08 -1.65
H 2.17 -2.28 -2.14
H 3.47 -2.72 -1.03
H 3.70 0.72 -0.21
H 4.25 -0.11 1.25
H 3.19 1.30 1.38
H 1.81 1.01 3.18
H 2.30 -0.53 3.88
H 0.60 -0.07 3.86
H -1.12 -3.09 2.27
H -0.72 -1.84 3.45
H 0.30 -3.26 3.29
N -1.58 0.86 -0.63
C -2.42 1.59 -1.04
C -3.27 2.61 -1.33
C -4.35 2.55 -2.21
N -5.25 2.50 -2.92
C -2.86 3.73 -0.61
N -2.32 4.54 0.01
Te 1.24 1.29 -1.82
C 0.54 0.59 -3.72
C -0.63 -0.14 -3.84
C -1.05 -0.59 -5.08
C -0.31 -0.29 -6.22
C 0.85 0.46 -6.10
C 1.27 0.89 -4.86
H -1.23 -0.35 -2.96
H -1.96 -1.17 -5.16
H -0.65 -0.61 -7.19
H 1.43 0.70 -6.98
H 2.18 1.48 -4.76
O -7.46 -3.03 2.93
S -7.70 -4.40 2.51
O -6.82 -5.40 3.09
O -9.08 -4.78 2.34
C -6.95 -4.45 0.82
N -7.48 -5.19 -0.12
C -6.78 -5.29 -1.24
C -5.57 -4.64 -1.41
C -5.10 -3.86 -0.34
N -5.83 -3.80 0.78
C -3.89 -3.08 -0.35
C -2.89 -3.15 -1.34
C -1.78 -2.36 -1.25
N -1.56 -1.49 -0.23
C -2.53 -1.41 0.73
C -3.66 -2.17 0.71
H -7.21 -5.90 -2.02
H -5.02 -4.73 -2.34
H -3.00 -3.82 -2.18
H -1.01 -2.38 -2.01
H -2.35 -0.70 1.54
H -4.40 -2.11 1.50
S -0.06 1.82 1.41
Sb 0.43 3.97 -0.04
C 0.40 5.33 1.63
C -0.55 5.22 2.63
C -0.48 6.05 3.74
C 0.54 6.98 3.85
C 1.47 7.10 2.84
C 1.40 6.28 1.73
C 2.60 4.01 -0.16
C 3.37 3.84 0.98
C 4.75 3.90 0.91
C 5.37 4.15 -0.30
C 4.61 4.33 -1.44
C 3.23 4.24 -1.38
C 0.10 5.32 -1.74
C 0.12 4.84 -3.04
C -0.04 5.72 -4.10
C -0.23 7.07 -3.84
C -0.26 7.54 -2.54
C -0.11 6.65 -1.48
H -1.34 4.49 2.54
H -1.22 5.97 4.53
H 0.61 7.61 4.72
H 2.26 7.84 2.91
H 2.13 6.38 0.93
H 2.87 3.66 1.93
H 5.34 3.76 1.81
H 6.45 4.23 -0.35
H 5.09 4.53 -2.39
H 2.64 4.38 -2.28
H 0.27 3.78 -3.23
H -0.02 5.35 -5.11
H -0.36 7.76 -4.67
H -0.41 8.59 -2.34
H -0.16 7.00 -0.46
```

Computed properties:
- Charge: 0
- Highest occupied orbital energy (alpha / beta): -7.30 / -7.30 eV
- Total energy: -3741.472135 a.u.

***

Record 3
Below is a molecular structure, C47H43FeN4O4SSi, with properties calculated with ωB97M-V/def2-TZVPD.

Structure (XYZ):
```
101
C47H43FeN4O4SSi ωB97M-V/def2-TZVPD
Fe -0.21 0.53 0.28
C -0.71 1.88 -2.79
O 0.15 1.33 -1.80
C 1.46 1.11 -2.13
C 1.96 1.32 -3.40
C 3.30 1.07 -3.68
C 4.13 0.61 -2.67
C 3.63 0.41 -1.40
C 2.29 0.66 -1.10
N 1.72 0.46 0.18
N 2.56 0.18 1.08
C 2.22 -0.05 2.37
C 0.88 -0.03 2.89
O -0.16 0.10 2.20
C 0.72 -0.18 4.32
C 1.77 -0.38 5.14
C 3.11 -0.46 4.64
C 4.19 -0.70 5.51
C 5.47 -0.81 5.03
C 5.70 -0.67 3.65
C 4.66 -0.42 2.79
C 3.33 -0.31 3.26
H -0.35 2.86 -3.11
H -1.68 1.98 -2.31
H -0.80 1.21 -3.65
H 1.32 1.67 -4.20
H 3.68 1.22 -4.68
H 5.18 0.40 -2.87
H 4.26 0.05 -0.60
H -0.29 -0.13 4.70
H 1.61 -0.49 6.21
H 3.99 -0.81 6.57
H 6.30 -0.99 5.70
H 6.71 -0.76 3.26
H 4.83 -0.32 1.73
C -5.42 1.17 1.87
C -5.25 1.74 0.46
N -4.22 2.76 0.37
C -4.62 4.16 0.51
C -4.42 4.72 1.92
C -2.90 2.45 0.24
S -2.49 0.79 0.07
N -2.09 3.51 0.18
C -0.76 3.47 0.35
O -0.06 2.54 0.78
C -0.05 4.74 -0.02
C 1.34 4.70 -0.15
C 2.04 5.84 -0.52
C 1.35 7.03 -0.75
C -0.03 7.07 -0.62
C -0.73 5.93 -0.26
H -6.17 0.38 1.86
H -5.73 1.94 2.57
H -4.48 0.74 2.21
H -6.18 2.20 0.13
H -5.00 0.94 -0.23
H -5.67 4.22 0.22
H -4.03 4.75 -0.19
H -5.01 4.17 2.65
H -4.72 5.77 1.95
H -3.37 4.65 2.19
H 1.85 3.77 0.04
H 3.11 5.81 -0.63
H 1.90 7.92 -1.04
H -0.56 8.00 -0.79
H -1.80 5.94 -0.16
O -0.24 -1.33 -0.39
Si -0.30 -2.80 -0.92
C 0.34 -4.06 0.34
C 0.96 -3.60 1.50
C 1.43 -4.48 2.46
C 1.28 -5.85 2.28
C 0.66 -6.33 1.14
C 0.19 -5.44 0.18
C -2.06 -3.36 -1.36
C -2.35 -4.23 -2.41
C -3.65 -4.64 -2.68
C -4.70 -4.16 -1.90
C -4.44 -3.28 -0.86
C -3.13 -2.89 -0.59
C 0.72 -2.99 -2.51
C 0.55 -2.01 -3.50
C 1.29 -2.03 -4.67
C 2.23 -3.03 -4.88
C 2.42 -4.01 -3.91
C 1.67 -3.98 -2.74
H 1.07 -2.53 1.64
H 1.91 -4.10 3.35
H 1.65 -6.54 3.03
H 0.53 -7.39 1.00
H -0.31 -5.83 -0.70
H -1.54 -4.60 -3.03
H -3.85 -5.31 -3.50
H -5.72 -4.47 -2.12
H -5.25 -2.90 -0.26
H -2.94 -2.20 0.22
H -0.17 -1.22 -3.33
H 1.15 -1.25 -5.41
H 2.82 -3.04 -5.78
H 3.16 -4.79 -4.07
H 1.84 -4.74 -1.99
```

Computed properties:
- Charge: -1
- Highest occupied orbital energy (alpha / beta): -4.57 / -4.57 eV
- Total energy: -4288.405362 a.u.

***

Record 4
Below is a molecular structure, C47H44As2ClNO2P2TeTi, with properties calculated with ωB97M-V/def2-TZVPD.

Structure (XYZ):
```
101
C47H44As2ClNO2P2TeTi ωB97M-V/def2-TZVPD
Ti 1.01 -1.20 0.65
Te -3.21 1.76 -0.67
C -2.99 3.62 -1.62
C -4.07 4.08 -2.37
C -3.94 5.29 -3.04
N -2.83 6.03 -3.02
C -1.82 5.59 -2.29
C -1.84 4.40 -1.57
C -1.18 1.14 -0.57
P -0.61 0.71 1.01
C -2.00 0.00 1.95
C -2.39 0.53 3.18
C -3.48 -0.01 3.86
C -4.17 -1.08 3.31
C -3.78 -1.61 2.09
C -2.70 -1.07 1.41
C -0.03 2.09 2.03
C 1.02 1.89 2.92
C 1.47 2.93 3.73
C 0.86 4.18 3.64
C -0.19 4.38 2.75
C -0.63 3.34 1.95
P -0.21 1.10 -1.99
C 1.14 2.30 -2.11
C 1.91 2.37 -3.28
C 2.99 3.23 -3.34
C 3.33 4.00 -2.24
C 2.59 3.92 -1.07
C 1.50 3.06 -1.00
C -1.25 1.24 -3.44
C -1.17 2.35 -4.29
C -2.04 2.46 -5.36
C -2.99 1.48 -5.59
C -3.10 0.39 -4.73
C -2.24 0.27 -3.65
H -4.98 3.51 -2.46
H -4.76 5.67 -3.64
H -0.93 6.21 -2.27
H -0.98 4.10 -1.00
H -1.87 1.39 3.60
H -3.79 0.41 4.80
H -5.02 -1.50 3.84
H -4.33 -2.44 1.66
H -2.42 -1.47 0.44
H 1.50 0.92 2.99
H 2.29 2.77 4.42
H 1.20 4.99 4.27
H -0.67 5.35 2.69
H -1.46 3.50 1.27
H 1.64 1.78 -4.14
H 3.57 3.30 -4.25
H 4.18 4.67 -2.29
H 2.85 4.52 -0.21
H 0.91 3.00 -0.10
H -0.44 3.13 -4.11
H -1.98 3.32 -6.01
H -3.67 1.57 -6.43
H -3.85 -0.37 -4.90
H -2.35 -0.55 -2.96
Cl -1.30 -3.51 -5.72
C -0.94 -3.17 -4.07
C -1.40 -4.01 -3.07
C -1.10 -3.73 -1.75
C -0.36 -2.60 -1.43
O -0.05 -2.37 -0.11
C 0.08 -1.73 -2.43
C 0.83 -0.46 -2.13
O 1.56 -0.51 -0.90
C -0.19 -2.05 -3.75
H -1.98 -4.89 -3.33
H -1.43 -4.38 -0.95
H 1.54 -0.27 -2.94
H 0.16 -1.40 -4.55
C 4.93 -2.24 1.56
As 3.18 -2.77 0.95
C 3.48 -3.65 -0.75
C 2.59 -4.17 2.14
C 3.09 -5.46 2.03
C 2.62 -6.47 2.86
C 1.64 -6.19 3.80
C 1.13 -4.90 3.92
C 1.61 -3.88 3.10
As 1.00 -2.05 3.29
C 2.34 -1.29 4.49
C -0.58 -2.15 4.39
H 5.58 -3.12 1.61
H 4.85 -1.79 2.54
H 5.34 -1.52 0.85
H 4.31 -4.35 -0.69
H 3.69 -2.88 -1.49
H 2.57 -4.18 -1.03
H 3.85 -5.69 1.30
H 3.01 -7.47 2.77
H 1.26 -6.97 4.44
H 0.37 -4.70 4.67
H 2.92 -2.10 4.94
H 1.84 -0.73 5.27
H 3.01 -0.63 3.94
H -0.36 -2.68 5.32
H -1.37 -2.65 3.84
H -0.89 -1.14 4.62
```

Computed properties:
- Charge: +2
- Highest occupied orbital energy: -11.82 eV
- Total energy: -8754.137598 a.u.

***

Copy entry 3 word for word.
Below is a molecular structure, C47H43FeN4O4SSi, with properties calculated with ωB97M-V/def2-TZVPD.

Structure (XYZ):
```
101
C47H43FeN4O4SSi ωB97M-V/def2-TZVPD
Fe -0.21 0.53 0.28
C -0.71 1.88 -2.79
O 0.15 1.33 -1.80
C 1.46 1.11 -2.13
C 1.96 1.32 -3.40
C 3.30 1.07 -3.68
C 4.13 0.61 -2.67
C 3.63 0.41 -1.40
C 2.29 0.66 -1.10
N 1.72 0.46 0.18
N 2.56 0.18 1.08
C 2.22 -0.05 2.37
C 0.88 -0.03 2.89
O -0.16 0.10 2.20
C 0.72 -0.18 4.32
C 1.77 -0.38 5.14
C 3.11 -0.46 4.64
C 4.19 -0.70 5.51
C 5.47 -0.81 5.03
C 5.70 -0.67 3.65
C 4.66 -0.42 2.79
C 3.33 -0.31 3.26
H -0.35 2.86 -3.11
H -1.68 1.98 -2.31
H -0.80 1.21 -3.65
H 1.32 1.67 -4.20
H 3.68 1.22 -4.68
H 5.18 0.40 -2.87
H 4.26 0.05 -0.60
H -0.29 -0.13 4.70
H 1.61 -0.49 6.21
H 3.99 -0.81 6.57
H 6.30 -0.99 5.70
H 6.71 -0.76 3.26
H 4.83 -0.32 1.73
C -5.42 1.17 1.87
C -5.25 1.74 0.46
N -4.22 2.76 0.37
C -4.62 4.16 0.51
C -4.42 4.72 1.92
C -2.90 2.45 0.24
S -2.49 0.79 0.07
N -2.09 3.51 0.18
C -0.76 3.47 0.35
O -0.06 2.54 0.78
C -0.05 4.74 -0.02
C 1.34 4.70 -0.15
C 2.04 5.84 -0.52
C 1.35 7.03 -0.75
C -0.03 7.07 -0.62
C -0.73 5.93 -0.26
H -6.17 0.38 1.86
H -5.73 1.94 2.57
H -4.48 0.74 2.21
H -6.18 2.20 0.13
H -5.00 0.94 -0.23
H -5.67 4.22 0.22
H -4.03 4.75 -0.19
H -5.01 4.17 2.65
H -4.72 5.77 1.95
H -3.37 4.65 2.19
H 1.85 3.77 0.04
H 3.11 5.81 -0.63
H 1.90 7.92 -1.04
H -0.56 8.00 -0.79
H -1.80 5.94 -0.16
O -0.24 -1.33 -0.39
Si -0.30 -2.80 -0.92
C 0.34 -4.06 0.34
C 0.96 -3.60 1.50
C 1.43 -4.48 2.46
C 1.28 -5.85 2.28
C 0.66 -6.33 1.14
C 0.19 -5.44 0.18
C -2.06 -3.36 -1.36
C -2.35 -4.23 -2.41
C -3.65 -4.64 -2.68
C -4.70 -4.16 -1.90
C -4.44 -3.28 -0.86
C -3.13 -2.89 -0.59
C 0.72 -2.99 -2.51
C 0.55 -2.01 -3.50
C 1.29 -2.03 -4.67
C 2.23 -3.03 -4.88
C 2.42 -4.01 -3.91
C 1.67 -3.98 -2.74
H 1.07 -2.53 1.64
H 1.91 -4.10 3.35
H 1.65 -6.54 3.03
H 0.53 -7.39 1.00
H -0.31 -5.83 -0.70
H -1.54 -4.60 -3.03
H -3.85 -5.31 -3.50
H -5.72 -4.47 -2.12
H -5.25 -2.90 -0.26
H -2.94 -2.20 0.22
H -0.17 -1.22 -3.33
H 1.15 -1.25 -5.41
H 2.82 -3.04 -5.78
H 3.16 -4.79 -4.07
H 1.84 -4.74 -1.99
```

Computed properties:
- Charge: -1
- Highest occupied orbital energy (alpha / beta): -4.57 / -4.57 eV
- Total energy: -4288.405362 a.u.